1.
# C37H29BF10N11S2ScSe

A structure of composition C37H29BF10N11S2ScSe in a non-equilibrium geometry (the ωB97M-V functional and the def2-TZVPD basis, OMol25).

```
! wB97M-V def2-TZVPD RIJCOSX def2/J DEFGRID3
* xyz 0 1
Sc 0.48790 -0.30206 -0.11248
C -0.22174 -3.33920 1.63666
N 0.86038 -2.46048 1.17067
C 1.53193 -1.95012 2.38858
C 2.57895 -0.90123 2.17428
N 1.98192 0.22554 1.39679
C 2.92362 1.26570 1.37346
C 3.52027 1.85356 2.47976
F 3.10536 1.49035 3.70259
C 4.50968 2.84213 2.39334
F 5.05481 3.33020 3.48996
C 4.95412 3.27314 1.15897
F 5.94404 4.17483 0.98137
C 4.33105 2.79410 0.02381
F 4.69513 3.20331 -1.19312
C 3.32697 1.87132 0.16493
F 2.80890 1.38670 -0.96752
C 1.80039 -3.28110 0.36248
C 1.69360 -2.88202 -1.08398
N 1.87418 -1.44901 -1.27547
C 3.03801 -1.10669 -1.97588
C 3.06449 -0.16770 -3.01964
F 1.94213 0.51202 -3.30040
C 4.19976 0.11581 -3.77766
F 4.08691 0.86929 -4.83312
C 5.35465 -0.57500 -3.47162
F 6.45616 -0.34472 -4.17829
C 5.40479 -1.42080 -2.43847
F 6.54860 -2.06666 -2.15687
C 4.27377 -1.69681 -1.72174
F 4.39330 -2.48911 -0.67729
H 0.13988 -4.19632 2.22694
H -0.74665 -3.71451 0.75075
H -0.89381 -2.66848 2.21054
H 2.00214 -2.77952 3.00261
H 0.77743 -1.49110 3.04265
H 3.46464 -1.29358 1.62734
H 2.97118 -0.57383 3.12454
H 1.52507 -4.33210 0.49085
H 2.81733 -3.15091 0.71950
H 0.66082 -3.11301 -1.40144
H 2.37714 -3.54217 -1.68056
Se -7.31716 0.12343 2.23627
N -5.77853 0.93535 2.64052
C -4.80523 0.22018 2.16997
C -3.41190 0.50421 2.44836
C -3.03932 1.43677 3.40932
C -1.69511 1.77822 3.50033
C -0.80534 1.08699 2.63944
N -1.14085 0.10689 1.81799
C -2.42798 -0.17806 1.71321
C -2.81480 -1.26000 0.71827
N -1.88082 -1.54527 -0.08438
C -2.70764 -3.99059 -0.86533
C -3.65771 -4.16656 0.02877
C -4.48961 -3.10459 0.59047
C -4.18588 -1.81712 0.78786
C -5.22939 -0.93509 1.38658
N -6.52368 -1.18302 1.33409
H -3.83752 1.83774 3.99083
H -1.34596 2.53196 4.16188
H 0.27086 1.29595 2.68796
H -2.13571 -4.84392 -1.26765
H -3.84541 -5.09418 0.43192
H -5.50336 -3.40035 0.84106
C -0.34274 4.94797 1.35619
N -1.37107 4.19633 0.65300
C -2.68890 4.61576 0.63736
C -3.32811 3.74191 -0.12762
N -2.46132 2.77588 -0.58528
B -2.98205 1.49998 -1.29718
N -2.02258 0.89101 -2.38266
C -2.49084 0.88637 -3.66825
C -1.73616 0.03442 -4.41482
N -0.81537 -0.45639 -3.54165
C 0.10945 -1.50233 -3.95333
C -0.97652 0.03707 -2.27427
S -2.24148 -2.44426 -1.54395
C -1.26504 3.07439 -0.07213
S 0.26553 2.38204 -0.43049
H -0.72163 5.23285 2.32780
H -0.05252 5.84083 0.79385
H 0.53739 4.31263 1.42221
H -3.03924 5.50688 1.10217
H -4.37860 3.73422 -0.40723
H -3.19240 0.66967 -0.42919
H -4.03201 1.79790 -1.81457
H -3.29377 1.56510 -3.95889
H -1.82377 -0.28263 -5.43667
H 0.75097 -1.16850 -4.74879
H -0.44685 -2.39569 -4.24667
H 0.72856 -1.75209 -3.10447
*
```

HOMO level = -7.35 eV
relative energy (zero: lowest compared OMol25 entry of this formula, charge and spin) = 52.7 kcal/mol
frontier orbital gap = 0.21969 Eh

2.
# C37H29Br2HgN6O2S

A structure of composition C37H29Br2HgN6O2S in a non-equilibrium geometry (the ωB97M-V functional and the def2-TZVPD basis, OMol25).

```
! wB97M-V def2-TZVPD RIJCOSX def2/J DEFGRID3
* xyz -2 2
Hg 0.08981 -0.02529 0.05664
N -1.37696 4.86336 -1.16265
C -0.86341 3.57256 -0.94445
S -2.12843 2.25889 -1.03429
N 0.38009 3.38950 -0.83883
N 1.05369 2.31371 -0.55936
C 2.37077 2.26497 -0.87898
C 2.93321 3.00454 -1.98369
C 2.18534 3.32533 -3.13075
C 2.75246 3.99264 -4.19232
C 4.08067 4.39977 -4.15095
C 4.82440 4.14223 -3.00583
C 4.26253 3.46837 -1.94406
C 3.13044 1.36004 -0.08391
C 4.37601 0.80085 -0.46214
C 5.03059 -0.04303 0.39703
C 4.45612 -0.34106 1.64027
C 3.19085 0.15312 1.88565
N 2.52596 0.94171 1.06222
H -2.18406 5.02445 -0.56873
H -0.65332 5.54934 -0.96954
H 1.15400 3.01239 -3.18801
H 2.15600 4.19841 -5.07450
H 4.52875 4.91525 -4.99167
H 5.85340 4.48343 -2.94283
H 4.84382 3.30768 -1.04719
H 4.76993 1.00804 -1.44877
H 5.97821 -0.49387 0.12175
H 4.96250 -0.96758 2.36075
H 2.67664 -0.08907 2.80838
Br 1.20269 -2.63840 2.26783
C -0.41927 -2.34967 3.23935
C -0.89719 -3.42078 3.95272
C -1.97853 -3.25245 4.82280
C -2.49526 -2.00079 5.01693
C -2.00194 -0.88807 4.30321
C -2.44986 0.41452 4.58715
C -1.93630 1.48674 3.90186
C -1.06554 1.28462 2.82273
C -0.59081 0.03180 2.48219
C -0.99475 -1.05937 3.30045
H -0.41871 -4.38543 3.85314
H -2.35367 -4.10934 5.37003
H -3.28392 -1.83519 5.74058
H -3.18818 0.55902 5.36864
H -2.24463 2.49527 4.15853
H -0.73481 2.15261 2.26108
Br 2.06983 -7.93912 0.09816
C 1.20874 -6.25971 -0.24001
C -0.17455 -6.20363 -0.30184
C -0.79066 -5.00596 -0.57755
C -0.04909 -3.81455 -0.79972
C 1.35955 -3.92999 -0.69683
C 1.98170 -5.12048 -0.43207
N -0.54044 -2.62683 -1.19286
C -1.80796 -2.42863 -1.54066
C -2.13588 -1.29657 -2.30051
C -3.44467 -1.05150 -2.80513
C -3.62878 -0.08046 -3.75029
C -2.53371 0.69298 -4.15956
C -1.32834 0.49821 -3.50202
N -1.11338 -0.44496 -2.61049
H -0.77228 -7.09427 -0.14084
H -1.86952 -4.99149 -0.63401
H 1.94779 -3.04026 -0.85464
H 3.06100 -5.17226 -0.37676
H -2.60902 -3.13747 -1.30452
H -4.27899 -1.64550 -2.44968
H -4.60988 0.09553 -4.18253
H -2.63689 1.43910 -4.93558
H -0.47630 1.13137 -3.72873
C -4.48124 1.07897 1.78093
O -3.60344 1.21150 0.67575
C -3.00708 2.39060 0.48017
O -3.14687 3.38492 1.14757
H -4.76221 0.02797 1.80648
H -5.36310 1.71005 1.63822
H -3.97364 1.34668 2.71110
*
```

HOMO level (alpha / beta) = -0.09 / -0.07 eV
relative energy (zero: lowest compared OMol25 entry of this formula, charge and spin) = 10.4 kcal/mol
frontier orbital gap (alpha / beta) = 0.14995 / 0.14899 Eh

3.
# C37H29ClMoN15O10SSe

A structure of composition C37H29ClMoN15O10SSe in a non-equilibrium geometry (the ωB97M-V functional and the def2-TZVPD basis, OMol25).

```
! wB97M-V def2-TZVPD RIJCOSX def2/J DEFGRID3
* xyz -1 3
Mo 0.78069 0.04834 -0.18382
C -3.24044 7.17897 -1.79710
C -2.98136 5.79785 -1.26073
C -1.93731 5.03487 -1.77657
C -1.66011 3.77030 -1.28697
C -2.44053 3.24187 -0.26874
C -3.47451 3.99349 0.26813
C -3.74637 5.25749 -0.23382
S -1.95842 1.75419 0.63181
O -2.58586 0.53014 0.20459
O -2.28745 2.11366 2.00471
N -0.33659 1.62403 0.48621
C 0.30637 2.81769 1.03249
C 1.76783 2.48441 1.24533
O 2.53803 3.19822 1.84741
O 2.07224 1.32240 0.73267
H -3.39410 7.14604 -2.87651
H -2.38276 7.82827 -1.61245
H -4.11707 7.62839 -1.33169
H -1.30504 5.44233 -2.55621
H -0.84260 3.19540 -1.68789
H -4.03809 3.58688 1.09670
H -4.55000 5.84093 0.20090
H -0.15538 3.10746 1.97883
H 0.26993 3.67683 0.35514
N -0.08475 -2.09111 -3.03340
C -0.73592 -0.89957 -2.82887
N -1.57382 -0.39848 -3.70749
N -1.92625 0.79370 -3.19430
N -1.34597 0.98921 -2.08183
N -0.56219 -0.07445 -1.76813
C 0.53382 -2.74383 -2.01026
N 0.88109 -4.02304 -2.01918
N 1.44258 -4.21944 -0.81643
N 1.42499 -3.13395 -0.13018
N 0.84390 -2.15028 -0.85427
H -0.37068 -2.62504 -3.83668
Se 8.07039 -2.53218 -1.30059
N 7.03368 -2.39249 0.13844
C 5.87403 -1.92829 -0.25869
C 4.75461 -1.70563 0.62235
C 4.80429 -1.96684 1.98556
C 3.71188 -1.65568 2.76134
C 2.58326 -1.13120 2.14910
N 2.48035 -0.96590 0.84449
C 3.56052 -1.19739 0.06910
C 3.46137 -0.86614 -1.32744
N 2.31028 -0.28238 -1.74659
C 2.20890 0.02777 -3.03304
C 3.21348 -0.18781 -3.96271
C 4.39919 -0.74475 -3.54591
C 4.53533 -1.09756 -2.20936
C 5.75295 -1.65601 -1.66858
N 6.81050 -1.92416 -2.39433
H 5.71140 -2.37701 2.40799
H 3.71778 -1.80533 3.83100
H 1.73048 -0.85535 2.75048
H 1.29830 0.50635 -3.35816
H 3.05538 0.11530 -4.98637
H 5.21677 -0.91659 -4.23210
O 2.37922 3.15032 -3.46186
Cl 2.36137 2.98707 -2.03505
O 2.20536 4.24946 -1.39586
O 3.55875 2.33571 -1.61689
O 1.18621 2.15823 -1.71104
C -4.12753 -2.07069 3.40053
O -3.20948 -2.64781 2.49309
C -3.34770 -2.36281 1.17538
C -4.37865 -1.58844 0.66566
C -4.55707 -1.44629 -0.69806
C -3.71990 -2.10194 -1.58242
C -2.68618 -2.87161 -1.08772
C -2.45067 -2.97726 0.27933
N -1.39263 -3.81761 0.69440
C -0.61887 -3.74442 1.76752
C -0.49814 -2.66434 2.66037
C -0.36521 -2.98083 4.03238
C -0.46887 -2.02664 5.00663
C -0.68770 -0.68739 4.63576
C -0.68310 -0.32277 3.31270
C -0.50840 -1.28162 2.29037
O -0.20267 -0.90052 1.09511
H -3.87930 -2.49378 4.37134
H -5.15725 -2.33335 3.14077
H -4.02071 -0.98363 3.43450
H -5.04988 -1.08050 1.34189
H -5.36817 -0.83432 -1.06645
H -3.85424 -2.00062 -2.64997
H -2.03548 -3.41561 -1.75972
H -1.13053 -4.52935 0.02112
H -0.11361 -4.67289 2.00728
H -0.25870 -4.02513 4.30399
H -0.40854 -2.30051 6.05158
H -0.82396 0.06737 5.39942
H -0.81078 0.70966 3.01647
*
```

HOMO level (alpha / beta) = -4.54 / -6.00 eV
relative energy (zero: lowest compared OMol25 entry of this formula, charge and spin) = 26.3 kcal/mol
frontier orbital gap (alpha / beta) = 0.20293 / 0.25384 Eh